Arrangement a

ORCA calculation (wB97M-V/def2-TZVPD) on a cluster of 2 separate species, C5H9N4 in total.

Values from the calculation:
E_HOMO = -12.57 eV
Frontier orbital gap = 8.4949 eV

```
! wB97M-V def2-TZVPD RIJCOSX def2/J DEFGRID3
* xyz 1 1
C -2.57 0.45 0.33
C -1.17 0.66 -0.04
C 2.26 -1.74 0.59
C 2.25 -0.68 -0.26
C -0.40 1.71 0.34
N -2.86 -0.79 0.16
N -0.74 -0.55 -0.45
N -1.81 -1.40 -0.34
N 0.13 2.82 -0.10
H -3.45 1.20 0.46
H 2.03 -1.46 1.53
H 2.37 -2.90 0.44
H 2.78 -0.87 -1.22
H 2.04 0.27 0.07
H -1.86 -2.41 -0.57
H 0.74 3.21 0.56
H 0.07 3.30 -1.04
H 0.21 -0.81 -0.45
*
```

Arrangement b

ORCA calculation (wB97M-V/def2-TZVPD) on a cluster of 2 separate species, C5H9N4 in total.

Values from the calculation:
E_HOMO = -11.52 eV
Frontier orbital gap = 5.2421 eV

```
! wB97M-V def2-TZVPD RIJCOSX def2/J DEFGRID3
* xyz 1 1
C -2.78 -0.40 0.02
C -1.84 -1.30 -0.55
C -2.31 0.75 0.50
C -0.54 -0.90 -0.68
C -0.93 1.05 0.42
N -0.03 0.20 -0.17
N -0.46 2.31 0.60
N 3.36 -0.83 0.37
N 2.61 -0.58 -0.56
H -3.86 -0.65 0.09
H -2.25 -2.29 -1.00
H -2.96 1.61 0.91
H 0.06 -1.56 -1.31
H -1.16 3.05 0.92
H 0.47 2.71 0.56
H 4.04 -1.57 0.23
H 3.53 -0.28 1.23
H 1.76 0.05 -0.46
*
```

Each structure's energy above the most stable one, in eV: arrangement a 2.823; arrangement b 0.000.

Arrangement a

ORCA calculation (wB97M-V/def2-TZVPD) on an isolated molecule of C4H10NO2.

Values from the calculation:
E_HOMO (alpha / beta) = -3.75 / -11.10 eV
Frontier orbital gap (alpha / beta) = 4.3122 / 11.5376 eV
⟨S²⟩ = 0.75

```
! wB97M-V def2-TZVPD RIJCOSX def2/J DEFGRID3
* xyz 0 2
C 1.40 1.18 0.26
C 1.03 -0.28 0.50
C -0.46 -0.52 0.42
C -1.03 -0.08 -0.93
O -1.88 0.96 -0.85
O -0.88 -0.70 -1.94
N 1.47 -0.63 1.93
H 2.47 1.36 0.32
H 1.13 1.34 -0.79
H 0.83 1.90 0.83
H 1.62 -0.91 -0.14
H -0.65 -1.59 0.33
H -1.05 -0.09 1.22
H -2.32 1.05 -1.71
H 0.86 -1.40 2.30
H 2.44 -1.04 1.97
H 1.28 0.18 2.57
*
```

Arrangement b

ORCA calculation (wB97M-V/def2-TZVPD) on an isolated molecule of C4H10NO2.

Values from the calculation:
E_HOMO (alpha / beta) = -4.77 / -8.14 eV
Frontier orbital gap (alpha / beta) = 5.3020 / 8.5026 eV
⟨S²⟩ = 0.75

```
! wB97M-V def2-TZVPD RIJCOSX def2/J DEFGRID3
* xyz 0 2
O -0.85 2.33 0.47
C 0.23 1.79 0.88
C 0.65 0.52 0.23
C -0.41 -0.62 0.54
C 0.05 -2.00 0.12
O -1.55 -0.32 -0.27
N 0.45 0.80 -1.26
H 0.92 2.16 1.64
H 1.64 0.14 0.42
H -0.59 -0.51 1.61
H -0.74 -2.71 0.33
H 0.35 -2.03 -0.93
H 0.95 -2.35 0.65
H -2.27 0.09 0.22
H 0.34 -0.04 -1.84
H 1.23 1.36 -1.58
H -0.39 1.40 -1.23
*
```

Arrangement c

ORCA calculation (wB97M-V/def2-TZVPD) on an isolated molecule of C4H10NO2.

Values from the calculation:
E_HOMO (alpha / beta) = -9.45 / -9.35 eV
Frontier orbital gap (alpha / beta) = 10.2938 / 7.4626 eV
⟨S²⟩ = 0.75

```
! wB97M-V def2-TZVPD RIJCOSX def2/J DEFGRID3
* xyz 0 2
C 0.89 0.13 1.34
C 0.11 -0.32 0.14
C 0.70 -1.69 -0.55
O 0.58 -2.86 0.34
N -0.08 0.68 -0.95
C -0.50 2.07 -0.49
O -1.82 2.09 -0.06
H 0.32 0.94 1.88
H 0.81 -0.69 2.09
H 1.95 0.50 1.11
H -0.96 -0.64 0.36
H 1.67 -1.40 -0.72
H 0.10 -1.73 -1.44
H 0.30 -2.35 1.08
H -0.87 0.50 -1.69
H -0.11 2.65 -1.35
H 0.09 2.45 0.46
*
```

Each structure's energy above the most stable one, in eV: arrangement a 0.000; arrangement b 0.228; arrangement c 1.359.